[1]
Here is a 2-piece molecular cluster, C3H10N2S overall from OMol25. Energies are from ωB97M-V/def2-TZVPD.

Summary:
Relative energy (zero: lowest compared OMol25 entry of this formula, charge and spin)   29.44 kcal per mole
Gap between HOMO and LUMO   9.215 eV
Structure (SMILES)   N/C=C/N.CS
LUMO energy   0.871 eV

Geometry as ORCA input:
```
! RIJCOSX wB97M-V def2-TZVPD def2/J DEFGRID3
* xyz 0 1
H -0.243 1.483 3.123
H 3.122 -1.205 -0.573
H 3.039 -1.007 -2.189
H 0.370 0.734 -1.952
H -1.682 -0.075 -2.430
H 1.050 -2.170 -1.022
C 0.199 -0.296 -1.685
S -1.599 0.305 1.478
H -1.296 2.584 2.218
H -1.976 1.567 3.551
H -1.619 -0.428 -0.821
C 1.209 -1.114 -1.307
N 2.584 -0.716 -1.326
N -1.187 -0.643 -1.721
C -1.238 1.600 2.718
H -0.734 -0.617 1.938
*
```

***

[2]
Here is one molecule with the formula C3H10N2Si2 from OMol25. Energies are from ωB97M-V/def2-TZVPD.

Summary:
Relative energy (zero: lowest compared OMol25 entry of this formula, charge and spin)   13.63 kcal per mole
Gap between HOMO and LUMO   9.574 eV
LUMO energy   0.743 eV

Geometry as ORCA input:
```
! RIJCOSX wB97M-V def2-TZVPD def2/J DEFGRID3
* xyz 0 1
H 3.389 0.014 -0.153
Si 2.149 -0.719 -0.044
C -1.276 -1.998 0.161
N 0.943 -0.252 -1.206
H -1.908 2.731 0.356
H -2.163 -2.600 0.390
C -1.434 -0.685 0.321
N 1.271 0.099 1.128
H -2.393 -0.447 0.695
H 1.682 0.701 1.861
H -1.359 2.537 -1.229
H 2.202 -2.246 0.147
C -1.012 2.404 -0.195
H -0.297 -2.461 -0.219
Si -0.149 0.644 -0.135
H 0.541 -0.844 -1.861
H -0.186 3.121 -0.017
*
```

***

[3]
Here is an isolated ion of composition C3H10N3 and charge +1 from OMol25. Energies are from ωB97M-V/def2-TZVPD.

Summary:
Relative energy (zero: lowest compared OMol25 entry of this formula, charge and spin)   82.88 kcal per mole
Gap between HOMO and LUMO   11.273 eV
Structure (SMILES)   N[C@@H]([NH3+])[C@H]1CN1
LUMO energy   -2.927 eV

Geometry as ORCA input:
```
! RIJCOSX wB97M-V def2-TZVPD def2/J DEFGRID3
* xyz 1 1
C 1.043 -1.274 1.038
H -1.758 -0.252 0.578
C -0.827 0.239 0.049
H -0.211 0.531 -1.963
H -2.205 1.672 -0.748
H 0.636 0.716 1.606
N -0.469 -0.228 -1.338
H -0.807 -1.067 -1.794
H 1.665 -1.356 1.990
N -1.301 1.543 -0.374
H 0.612 -0.490 -1.201
C 0.481 0.140 0.816
H 0.360 -2.069 0.783
N 1.550 -0.370 -0.013
H -1.208 2.153 0.408
H 2.440 0.111 0.164
*
```